This record from the OMol25 dataset describes a structure of composition C47H35AsBrClMoN3O6 in a non-equilibrium geometry. The level of theory is ωB97M-V with the def2-TZVPD basis set.

Structure (XYZ):
```
95
Properties=species:S:1:pos:R:3:forces:R:3:lowdin_charge:R:1
Mo -0.458 -0.028 -0.330 -0.3 1.4 0.2 1.72
Br 3.085 -6.154 2.059 0.0 0.2 0.0 0.77
C 2.611 -4.433 1.425 0.0 -0.2 0.0 -0.67
C 2.801 -4.127 0.079 -0.1 0.1 0.3 -0.09
C 2.365 -2.912 -0.407 -0.1 0.5 0.1 0.00
C 1.676 -2.005 0.416 0.4 -1.7 1.0 -0.31
O 1.128 -0.915 -0.086 1.2 0.2 0.0 -0.32
C 1.567 -2.296 1.807 0.4 -0.3 -1.2 -0.15
C 1.095 -1.271 2.704 -0.7 1.2 0.3 -0.07
N 0.223 -0.391 2.364 0.6 -1.2 -0.5 0.04
C 0.088 0.806 3.047 -0.1 0.8 0.8 -0.22
C -0.371 1.023 4.326 0.1 -0.5 -0.7 0.00
C -0.395 2.323 4.850 0.0 0.6 -0.1 -0.06
C 0.099 3.385 4.140 -0.1 -0.2 0.3 -0.02
C 0.619 3.193 2.842 0.0 -0.4 -0.4 -0.15
C 1.242 4.197 2.069 0.1 -0.2 -0.3 0.01
C 1.763 3.871 0.840 0.0 0.2 0.3 -0.02
C 1.569 2.579 0.330 -0.1 -0.2 0.2 -0.11
N 0.946 1.634 1.000 0.2 0.4 -0.2 0.05
C 0.543 1.902 2.264 0.1 0.4 0.5 -0.18
C 2.072 -3.508 2.292 -0.1 0.2 -0.2 -0.07
H 3.286 -4.834 -0.575 0.0 -0.1 0.0 0.11
H 2.544 -2.639 -1.436 0.0 0.0 -0.1 0.12
H 1.592 -1.210 3.677 0.0 0.1 0.0 0.16
H -0.726 0.202 4.927 0.0 -0.2 0.1 0.11
H -0.796 2.478 5.840 0.0 0.0 0.1 0.11
H 0.127 4.371 4.576 0.0 0.2 0.1 0.12
H 1.325 5.201 2.456 0.0 0.1 0.1 0.13
H 2.299 4.591 0.243 0.0 0.1 0.0 0.11
H 1.911 2.312 -0.663 -0.1 0.1 0.0 0.12
H 2.005 -3.726 3.348 -0.1 -0.1 0.1 0.12
O -3.829 0.228 -2.499 0.6 0.0 0.5 0.14
C -3.213 0.644 -1.548 -2.3 1.2 -0.6 -0.53
O -2.207 0.031 -0.994 0.2 -1.6 0.1 -0.31
C -3.580 1.921 -0.781 0.1 -0.7 -0.2 -0.07
C -3.505 1.651 0.736 -0.9 -0.3 0.0 -0.24
C -4.134 2.847 1.463 0.0 -0.2 0.0 -0.07
C -3.001 3.885 1.364 0.2 -0.1 0.0 -0.07
C -1.975 3.112 0.526 0.2 0.8 -0.2 -0.25
O -2.107 1.773 1.020 0.4 -0.3 0.1 -0.09
C -2.465 2.993 -0.926 0.7 -0.1 -0.3 -0.07
C -1.343 2.492 -1.867 -1.2 1.2 -0.3 -0.57
O -1.351 2.796 -3.042 0.1 -0.1 0.2 0.11
O -0.427 1.767 -1.320 1.3 -0.9 0.3 -0.21
H -4.565 2.254 -1.111 0.1 0.0 0.0 0.17
H -3.868 0.673 1.052 0.1 0.2 -0.1 0.13
H -4.372 2.593 2.492 0.0 0.0 0.1 0.12
H -5.044 3.171 0.963 -0.1 0.0 0.0 0.12
H -2.582 4.113 2.344 0.0 0.0 0.0 0.11
H -3.312 4.813 0.890 0.1 0.0 0.0 0.12
H -0.953 3.473 0.616 -0.1 -0.2 0.0 0.13
H -2.834 3.933 -1.339 0.0 -0.1 0.1 0.17
C -6.210 -1.395 1.769 0.0 0.0 0.0 -0.07
C -5.814 -1.668 0.469 0.0 0.0 0.0 -0.05
C -4.475 -1.875 0.181 0.3 0.0 -0.1 -0.10
C -3.521 -1.788 1.191 0.0 0.2 0.0 -0.35
C -3.923 -1.477 2.489 0.3 0.0 -0.1 -0.11
C -5.265 -1.296 2.777 0.1 0.1 0.0 -0.07
As -1.631 -2.114 0.791 -1.2 -1.4 0.1 1.41
C -1.303 -3.299 2.322 0.3 -0.2 0.1 -0.28
C -1.105 -2.953 3.649 -0.1 0.2 0.0 -0.13
C -0.915 -3.934 4.610 0.0 0.0 0.0 -0.06
C -0.944 -5.273 4.248 0.0 0.0 0.0 -0.06
C -1.172 -5.635 2.933 0.0 0.1 -0.1 -0.01
C -1.350 -4.658 1.959 0.0 0.5 0.2 -0.18
C -1.655 -4.913 0.549 -0.1 0.3 -0.5 -0.18
C -1.774 -6.166 -0.042 0.0 0.2 0.1 -0.01
C -2.139 -6.263 -1.374 0.0 0.0 0.0 -0.06
C -2.395 -5.125 -2.126 0.0 0.0 0.0 -0.06
C -2.256 -3.869 -1.555 0.0 0.2 0.0 -0.11
C -1.885 -3.759 -0.224 0.2 -0.2 0.0 -0.29
H -7.255 -1.261 1.996 -0.1 0.0 0.0 0.11
H -6.546 -1.729 -0.322 -0.1 0.0 -0.1 0.11
H -4.174 -2.100 -0.836 -0.1 0.0 0.0 0.10
H -3.179 -1.374 3.271 -0.1 0.0 0.0 0.09
H -5.568 -1.075 3.789 0.0 0.0 0.1 0.11
H -1.099 -1.913 3.949 0.0 -0.1 0.0 0.08
H -0.747 -3.657 5.641 0.0 0.0 0.0 0.11
H -0.804 -6.036 4.999 0.0 -0.1 0.1 0.11
H -1.226 -6.682 2.671 0.0 -0.1 0.0 0.11
H -1.596 -7.063 0.533 0.0 0.0 0.0 0.11
H -2.231 -7.237 -1.829 0.0 -0.1 -0.1 0.11
H -2.705 -5.216 -3.155 0.0 0.0 -0.1 0.11
H -2.442 -2.978 -2.149 0.0 -0.1 0.0 0.11
Cl -0.254 0.203 -6.126 0.0 0.2 -0.1 0.75
C -0.047 -0.766 -4.734 0.2 -0.6 0.4 -0.63
C 0.303 -2.111 -4.845 -0.1 0.5 0.3 -0.05
C 0.402 -2.843 -3.673 0.0 0.1 0.0 -0.03
C 0.169 -2.223 -2.461 0.1 -0.2 0.1 -0.16
N -0.109 -0.917 -2.350 -0.3 -0.3 0.0 -0.03
C -0.222 -0.204 -3.473 -0.1 0.4 -0.4 -0.09
H 0.487 -2.549 -5.812 0.0 -0.1 -0.1 0.12
H 0.645 -3.895 -3.694 0.0 0.0 0.0 0.12
H 0.219 -2.790 -1.539 -0.1 0.1 -0.3 0.08
H -0.449 0.853 -3.405 0.0 0.0 0.1 0.09
```
Positions in Å, forces in eV/Å.

Gap between HOMO and LUMO (spin up / spin down) ... 0.2586 / 0.2585 Ha
Energy ... -211317.794 eV
Charge ... +1
LUMO energy (spin up / spin down) ... -3.63 / -3.63 eV
Multiplicity ... 1
HOMO energy (spin up / spin down) ... -10.67 / -10.66 eV

***

This record from the OMol25 dataset describes a structure of composition C47H35BrClGePPd. The level of theory is ωB97M-V with the def2-TZVPD basis set.

Structure (XYZ):
```
87
Properties=species:S:1:pos:R:3:forces:R:3:lowdin_charge:R:1
Pd 0.296 1.672 0.732 -0.1 -0.3 -0.3 0.17
Cl 1.893 4.557 1.179 0.2 0.1 0.0 0.65
C 3.371 3.832 1.753 -0.1 -0.1 -0.1 -0.65
C 4.233 4.644 2.477 0.0 0.0 0.0 -0.13
C 5.429 4.133 2.959 -0.1 -0.1 -0.1 -0.11
C 5.749 2.806 2.703 0.0 0.1 0.0 -0.10
C 4.874 2.009 1.982 0.0 -0.1 0.0 -0.11
C 3.658 2.487 1.487 0.0 0.2 0.0 -0.35
P 2.407 1.446 0.570 0.2 0.0 0.0 0.85
C 3.089 1.681 -1.138 0.0 0.1 0.0 -0.35
C 2.164 1.701 -2.176 0.1 0.0 -0.1 -0.09
C 2.595 1.813 -3.495 -0.1 0.0 0.1 -0.09
C 3.944 1.923 -3.784 0.1 0.0 0.0 -0.11
C 4.875 1.916 -2.749 0.0 0.0 -0.1 -0.11
C 4.449 1.793 -1.438 -0.1 0.0 0.1 -0.10
C 3.091 -0.231 0.919 -0.1 0.0 0.2 -0.36
C 3.408 -1.141 -0.083 0.0 -0.1 0.0 -0.08
C 3.759 -2.452 0.234 0.0 0.0 -0.1 -0.10
C 3.815 -2.870 1.552 0.0 0.1 0.1 -0.11
C 3.492 -1.966 2.564 0.0 -0.2 0.0 -0.11
C 3.118 -0.676 2.247 0.0 0.1 -0.1 -0.13
H 3.952 5.673 2.658 0.0 0.0 0.0 0.09
H 6.100 4.765 3.527 0.0 0.0 0.0 0.09
H 6.681 2.388 3.065 0.0 0.0 0.0 0.09
H 5.137 0.974 1.800 0.0 0.0 0.0 0.10
H 1.106 1.624 -1.929 0.0 0.0 0.0 0.06
H 1.864 1.809 -4.293 0.0 0.0 0.0 0.09
H 4.274 2.013 -4.813 0.0 0.0 0.0 0.09
H 5.934 2.003 -2.967 0.0 0.0 0.0 0.09
H 5.180 1.782 -0.638 0.0 0.0 0.0 0.09
H 3.358 -0.846 -1.123 0.0 0.0 0.0 0.10
H 3.974 -3.148 -0.569 0.0 0.0 0.0 0.09
H 4.082 -3.891 1.793 0.0 0.0 0.0 0.09
H 3.503 -2.283 3.601 0.0 0.0 0.0 0.10
H 2.818 0.003 3.040 0.0 0.0 0.0 0.11
Br -1.159 0.692 3.045 0.0 0.0 0.0 0.75
C -2.974 0.713 2.417 0.1 0.0 -0.1 -0.60
C -3.890 0.088 3.237 0.0 0.0 0.1 -0.20
C -5.253 0.260 2.943 0.0 0.0 0.0 -0.14
C -5.647 1.136 1.968 -0.1 0.0 0.0 -0.08
C -4.698 1.857 1.188 0.0 0.0 0.0 -0.23
C -5.030 2.954 0.384 -0.1 0.1 0.0 -0.14
C -3.978 3.752 -0.123 -0.1 0.0 0.0 -0.17
C -2.674 3.342 -0.110 0.0 0.0 -0.1 -0.13
C -2.381 1.953 0.234 -0.3 0.3 0.1 -0.45
C -3.315 1.470 1.295 0.0 0.0 -0.1 -0.20
H -3.556 -0.489 4.087 0.0 0.0 0.0 0.07
H -6.000 -0.260 3.535 0.0 0.0 0.0 0.08
H -6.702 1.337 1.810 0.0 0.0 0.0 0.09
H -6.064 3.275 0.310 0.0 0.0 0.0 0.07
H -4.217 4.716 -0.568 0.0 0.0 0.0 0.08
H -1.897 3.921 -0.598 0.0 0.0 0.0 0.07
C -1.501 1.226 -0.527 0.4 -0.4 0.3 -0.29
Ge -1.644 -0.687 -0.562 0.0 0.2 0.0 0.90
C -0.339 -1.365 -1.909 0.0 0.1 0.0 -0.25
C -0.268 -0.674 -3.124 0.0 0.0 0.0 -0.12
C 0.567 -1.094 -4.149 0.0 0.0 0.0 -0.12
C 1.369 -2.217 -3.981 0.0 0.0 -0.1 -0.13
C 1.316 -2.914 -2.786 0.0 -0.1 0.1 -0.12
C 0.466 -2.493 -1.764 0.0 0.0 -0.1 -0.11
C -1.473 -2.035 0.895 0.0 0.0 -0.1 -0.29
C -2.561 -2.777 1.346 -0.1 0.0 0.0 -0.11
C -2.426 -3.708 2.371 0.0 0.0 0.0 -0.11
C -1.189 -3.915 2.962 0.0 -0.1 0.1 -0.12
C -0.095 -3.176 2.534 0.1 0.1 -0.1 -0.10
C -0.241 -2.238 1.521 -0.1 -0.1 0.1 -0.17
C -3.343 -1.223 -1.464 0.0 0.0 0.0 -0.25
C -4.400 -0.329 -1.624 0.0 0.0 0.0 -0.08
C -5.573 -0.711 -2.268 0.0 0.1 0.0 -0.10
C -5.708 -1.996 -2.771 0.0 0.0 0.0 -0.13
C -4.660 -2.898 -2.629 0.0 -0.1 0.0 -0.12
C -3.495 -2.510 -1.982 0.0 0.0 0.0 -0.13
H -0.872 0.219 -3.248 0.0 0.0 0.0 0.09
H 0.599 -0.539 -5.082 0.0 0.0 0.0 0.09
H 2.031 -2.541 -4.776 0.0 0.0 0.0 0.08
H 1.938 -3.792 -2.638 0.0 0.0 0.0 0.09
H 0.433 -3.061 -0.843 0.0 0.0 0.1 0.08
H -3.537 -2.623 0.896 0.0 0.0 0.0 0.10
H -3.294 -4.265 2.709 0.0 0.0 0.0 0.09
H -1.081 -4.637 3.765 0.0 0.0 0.0 0.08
H 0.874 -3.314 2.998 0.0 0.0 0.0 0.08
H 0.613 -1.640 1.223 0.1 0.0 0.0 0.08
H -4.309 0.684 -1.243 0.0 0.0 0.0 0.09
H -6.380 0.007 -2.369 0.0 0.0 0.0 0.09
H -6.623 -2.295 -3.272 0.0 0.0 0.0 0.08
H -4.747 -3.906 -3.024 0.0 0.0 0.0 0.08
H -2.682 -3.225 -1.883 0.0 0.0 0.0 0.10
```
Positions in Å, forces in eV/Å.

Gap between HOMO and LUMO ... 0.1450 Ha
Energy ... -201155.410 eV
Charge ... -2
LUMO energy ... 4.17 eV
Multiplicity ... 1
HOMO energy ... 0.23 eV

***

This record from the OMol25 dataset describes a structure of composition C47H35BrClGePPd in a non-equilibrium geometry. The level of theory is ωB97M-V with the def2-TZVPD basis set.

Structure (XYZ):
```
87
Properties=species:S:1:pos:R:3:forces:R:3:mulliken_spin:R:1
Pd 0.058 1.003 0.080 -0.2 0.1 0.4 0.57
Cl 2.768 0.466 -0.248 1.2 -0.2 -0.4 0.05
C 3.492 0.939 1.244 -0.6 0.0 0.6 0.02
C 4.822 1.284 1.316 0.5 0.2 0.3 -0.01
C 5.367 1.684 2.537 -0.4 0.0 -0.2 0.02
C 4.558 1.741 3.667 0.6 0.1 0.0 -0.01
C 3.231 1.386 3.598 -0.5 -0.3 -0.6 0.01
C 2.664 0.969 2.382 0.6 0.1 0.3 0.03
P 0.944 0.508 2.183 -0.4 -0.6 -0.1 -0.02
C 0.152 0.993 3.738 -0.2 0.2 0.3 -0.03
C -0.066 2.352 4.001 0.2 -0.5 -0.3 0.03
C -0.757 2.739 5.126 -0.1 0.2 0.4 -0.01
C -1.273 1.783 5.994 -0.1 -0.1 0.0 0.02
C -1.118 0.432 5.707 -0.2 0.3 0.4 0.00
C -0.413 0.039 4.591 0.3 0.1 -0.4 0.04
C 0.876 -1.271 2.173 0.7 0.2 0.8 0.09
C 1.979 -2.111 2.152 -0.5 0.4 0.6 -0.01
C 1.842 -3.460 1.888 0.7 -0.6 -0.3 0.12
C 0.572 -3.975 1.538 -0.2 0.0 0.1 -0.06
C -0.531 -3.195 1.447 -0.3 -0.4 0.6 0.24
C -0.460 -1.715 1.609 0.4 0.4 -0.6 -0.01
H 5.440 1.247 0.433 0.0 0.0 -0.2 0.00
H 6.408 1.968 2.599 0.1 0.0 0.0 0.00
H 4.982 2.056 4.613 0.0 0.0 0.0 0.00
H 2.600 1.420 4.476 0.0 0.0 0.1 0.00
H 0.315 3.081 3.295 0.0 0.1 0.0 0.00
H -0.907 3.790 5.332 0.0 0.1 0.0 0.00
H -1.813 2.090 6.878 -0.1 0.0 0.1 0.00
H -1.547 -0.312 6.366 0.0 0.0 0.0 0.00
H -0.275 -1.011 4.365 0.1 -0.1 -0.1 0.01
H 2.951 -1.697 2.411 0.0 0.0 0.0 -0.01
H 2.690 -4.129 1.960 0.1 0.0 -0.1 0.01
H 0.489 -5.038 1.331 -0.1 -0.1 0.0 -0.01
H -1.506 -3.611 1.223 0.0 -0.1 -0.1 -0.03
H -1.311 -1.288 2.173 0.0 -0.1 0.0 -0.01
Br -2.412 1.745 1.144 -0.6 1.0 -0.1 0.03
C -2.201 3.483 0.293 -0.6 -0.4 0.4 -0.02
C -3.329 4.270 0.235 0.3 -0.8 0.2 0.00
C -3.248 5.564 -0.273 0.4 0.6 -0.3 0.00
C -2.025 6.066 -0.643 -0.4 0.1 0.0 0.01
C -0.856 5.279 -0.577 -0.2 -0.2 0.2 0.03
C 0.398 5.824 -0.905 0.4 0.1 -0.1 0.03
C 1.534 5.062 -0.774 -0.3 0.4 -0.2 -0.03
C 1.442 3.712 -0.433 -0.2 -0.4 0.2 -0.09
C 0.230 3.069 -0.166 0.5 0.0 -0.2 0.04
C -0.927 3.916 -0.144 0.2 0.1 -0.1 -0.07
H -4.266 3.882 0.601 -0.1 -0.1 0.0 0.00
H -4.147 6.166 -0.351 0.0 0.0 0.0 0.00
H -1.933 7.093 -0.976 0.0 0.1 -0.1 0.00
H 0.449 6.844 -1.266 0.0 0.1 0.1 0.00
H 2.508 5.502 -0.976 0.0 0.0 0.0 0.00
H 2.377 3.156 -0.394 -0.2 -0.1 -0.1 -0.01
C -0.275 -1.044 0.290 -0.4 -0.2 -1.5 0.79
Ge -0.428 -2.064 -1.357 -0.5 0.5 -0.4 -0.03
C 0.521 -1.221 -2.918 -0.1 -0.4 0.5 0.08
C 1.906 -1.180 -3.017 0.1 0.0 0.2 -0.01
C 2.530 -0.823 -4.200 0.3 0.0 -0.1 0.01
C 1.776 -0.503 -5.315 0.1 0.1 -0.2 0.00
C 0.396 -0.503 -5.224 0.0 0.0 -0.2 0.00
C -0.216 -0.863 -4.040 -0.2 0.0 0.0 -0.02
C -0.366 -3.997 -1.986 0.2 0.6 0.6 0.04
C 0.557 -4.380 -2.949 0.1 0.3 -0.1 -0.01
C 0.656 -5.690 -3.377 0.1 -0.3 -0.2 0.00
C -0.174 -6.659 -2.840 0.1 -0.1 -0.1 0.00
C -1.088 -6.303 -1.860 -0.1 -0.2 -0.1 0.00
C -1.173 -4.988 -1.442 -0.2 0.1 0.1 0.00
C -2.271 -1.455 -1.836 0.1 -0.3 0.1 -0.05
C -3.379 -2.267 -2.042 0.2 -0.1 0.0 0.03
C -4.631 -1.718 -2.260 -0.4 0.0 -0.1 -0.01
C -4.800 -0.343 -2.251 -0.1 0.1 0.0 0.02
C -3.707 0.485 -2.026 -0.2 0.0 -0.1 0.00
C -2.461 -0.075 -1.833 0.5 0.3 0.0 -0.07
H 2.503 -1.454 -2.157 0.1 0.0 0.0 0.02
H 3.611 -0.816 -4.260 0.1 0.0 0.0 0.00
H 2.260 -0.269 -6.256 0.0 0.1 0.0 0.00
H -0.211 -0.240 -6.082 0.0 0.0 -0.1 0.00
H -1.296 -0.880 -3.984 0.0 0.0 -0.1 0.01
H 1.207 -3.634 -3.385 0.1 0.0 0.0 0.00
H 1.387 -5.953 -4.136 0.0 0.0 0.0 0.00
H -0.105 -7.684 -3.183 0.0 -0.1 0.0 0.00
H -1.733 -7.060 -1.426 0.0 0.0 0.0 0.00
H -1.883 -4.722 -0.672 -0.1 0.0 0.1 0.00
H -3.250 -3.343 -2.045 -0.1 -0.1 -0.1 0.00
H -5.487 -2.366 -2.435 0.0 0.0 0.0 0.00
H -5.779 0.089 -2.415 -0.1 0.0 0.0 0.00
H -3.837 1.559 -1.992 0.0 0.1 0.0 0.00
H -1.582 0.572 -1.658 -0.5 -0.2 -0.1 0.20
```
Positions in Å, forces in eV/Å.

Gap between HOMO and LUMO (spin up / spin down) ... 0.1407 / 0.1629 Ha
Energy ... -201152.482 eV
Charge ... -2
LUMO energy (spin up / spin down) ... 4.50 / 4.50 eV
Multiplicity ... 3
HOMO energy (spin up / spin down) ... 0.68 / 0.07 eV

***

charge of number 2 (C47H35BrClGePPd)?
-2

***

The highest energy belongs to which entry?
number 3

***

Among the records above, which one has the lowest energy?
C47H35AsBrClMoN3O6